Record 1
Molecular formula: C50H61F5IN2
Method: DFT, the ωB97M-V functional and the def2-TZVPD basis

Each line ends with the Mulliken charge.
Positions of all 119 atoms, in Å:
C 4.184467 -4.338300 -0.848514  -1.034
C 3.860250 -2.844457 -0.817863  -0.166
C 3.970844 -2.188689 -2.195157  -0.771
C 3.310776 -0.803919 -2.242761  -0.269
C 3.096439 -0.289152 -3.663393  -0.830
C 2.626430 1.179172 -3.686520  -0.970
C 1.102868 1.333678 -3.872448  -0.670
C 0.407554 2.034123 -2.692138  -0.686
C -1.092407 1.773465 -2.692554  -0.215
C -1.923555 2.718660 -1.795058  -1.281
C -2.348385 2.045736 -0.477627  0.044
C -3.785608 1.519572 -0.465032  -1.393
C -4.193726 0.751814 -1.734802  -0.255
C -4.557169 -0.731699 -1.430452  -1.590
C -3.878559 -1.704057 -2.330404  0.525
C -2.811864 -2.506295 -1.876895  0.982
C -2.256390 -2.441322 -0.486118  -1.244
C -2.247845 -3.377504 -2.807395  -1.038
N -2.676601 -3.468314 -4.051933  0.831
C -2.081759 -4.392522 -5.020401  -0.819
N -3.669638 -2.724777 -4.519788  -1.005
C -4.226562 -1.885025 -3.691246  0.183
I -5.825211 -0.815436 -4.528869  0.145
H 5.073674 -4.514223 -1.449565  0.388
H 4.363066 -4.703739 0.159896  0.433
H 3.361016 -4.909194 -1.269511  -0.038
H 4.542188 -2.340471 -0.135634  0.450
H 2.840111 -2.703815 -0.457807  0.120
H 3.501862 -2.823117 -2.948211  0.326
H 5.026337 -2.056201 -2.429355  0.301
H 3.930756 -0.094940 -1.694272  0.332
H 2.348999 -0.870219 -1.727374  0.085
H 4.021714 -0.388923 -4.228100  0.445
H 2.341374 -0.917162 -4.134260  0.312
H 2.880255 1.633999 -2.731703  0.522
H 3.133521 1.730796 -4.472523  0.486
H 0.624792 0.356831 -3.968345  0.299
H 0.862506 1.892718 -4.775764  0.383
H 0.852619 1.638073 -1.776560  0.268
H 0.605508 3.104515 -2.711817  0.386
H -1.273934 0.737125 -2.400205  0.000
H -1.444582 1.854088 -3.726013  0.513
H -2.810256 3.022087 -2.349979  0.396
H -1.343986 3.614913 -1.595778  0.521
H -2.258534 2.773890 0.327904  0.380
H -1.654465 1.237839 -0.257718  -0.208
H -3.911463 0.897332 0.420116  0.471
H -4.461893 2.360428 -0.319893  0.450
H -3.406717 0.769048 -2.483453  0.411
H -5.056060 1.233015 -2.182777  0.527
H -4.291267 -0.960526 -0.408182  0.610
H -5.633413 -0.881433 -1.523141  0.541
H -2.981617 -2.822232 0.229493  0.380
H -2.027386 -1.414165 -0.217600  0.138
H -1.342097 -3.021959 -0.415583  0.461
H -1.428914 -4.019308 -2.518531  0.562
H -2.900476 -4.905540 -5.512198  0.322
H -1.486298 -5.123371 -4.486939  0.301
H -1.502135 -3.835141 -5.744955  0.332
F -1.226954 -0.427995 1.459189  -0.158
C -0.342580 0.195948 2.284928  0.442
C -0.785769 1.251836 3.052097  -0.387
C 0.122978 1.889181 3.884501  -0.467
C 1.445268 1.468489 3.931597  -0.830
C 1.862468 0.403653 3.144430  -0.612
C 0.962609 -0.245984 2.310733  -0.520
H -1.819720 1.565947 2.994826  0.454
H -0.202966 2.718729 4.497379  0.419
H 2.146520 1.969064 4.578533  0.640
H 2.893292 0.077678 3.175290  0.417
H 1.265269 -1.079562 1.690264  0.527
F 3.113504 3.972090 5.042120  -0.337
C 2.777819 5.000921 4.229575  0.473
C 2.621239 6.252703 4.787118  -0.662
C 2.285740 7.314747 3.960386  -0.416
C 2.107759 7.110117 2.599570  -0.575
C 2.268872 5.839946 2.063412  -0.392
C 2.607449 4.768778 2.878380  -0.372
H 2.763286 6.389596 5.851224  0.598
H 2.168317 8.303955 4.381564  0.392
H 1.848132 7.940682 1.957531  0.392
H 2.132170 5.679291 1.002479  0.407
H 2.740747 3.774461 2.474194  0.498
F 6.547209 9.664930 5.446036  -0.312
C 6.407945 8.840753 6.503053  0.360
C 7.053567 9.150708 7.682763  -0.534
C 6.902517 8.298154 8.766818  -0.274
C 6.120150 7.156546 8.658358  -0.633
C 5.483082 6.866350 7.459822  -0.175
C 5.621848 7.714278 6.370588  -0.422
H 7.661840 10.042833 7.744352  0.421
H 7.398817 8.527731 9.699854  0.359
H 6.009416 6.493984 9.505957  0.376
H 4.878411 5.973084 7.369348  0.360
H 5.132664 7.508320 5.427511  0.485
F 2.040489 -5.244258 -1.917984  -0.216
C 1.615312 -6.444641 -2.365920  0.508
C 2.504115 -7.279429 -3.010263  -0.396
C 2.047411 -8.508491 -3.464379  -0.411
C 0.722517 -8.881976 -3.277044  -0.555
C -0.153490 -8.023149 -2.628961  -0.572
C 0.296119 -6.794224 -2.164645  -0.556
H 3.531045 -6.969588 -3.148324  0.444
H 2.731805 -9.178905 -3.965421  0.378
H 0.376020 -9.842219 -3.633010  0.396
H -1.185924 -8.310283 -2.480041  0.396
H -0.365581 -6.114911 -1.640670  0.522
F -7.054067 -1.209021 0.799531  -0.286
C -7.669536 -2.323365 0.346099  0.196
C -6.916294 -3.266857 -0.320467  0.165
C -7.538257 -4.414607 -0.791015  -0.513
C -8.898782 -4.597516 -0.591221  -0.570
C -9.636452 -3.631154 0.080692  -0.369
C -9.022907 -2.481627 0.557438  -0.581
H -5.855637 -3.101152 -0.461082  0.421
H -6.960089 -5.166530 -1.311479  0.366
H -9.384131 -5.491598 -0.957154  0.388
H -10.697144 -3.771844 0.235582  0.376
H -9.578608 -1.720371 1.087666  0.441

Cartesian forces, eV/Å:
C 0.3 0.2 0.3
C 0.1 -0.3 -0.4
C -0.3 0.5 0.4
C 0.2 -0.4 -0.2
C 0.0 0.4 0.3
C -0.6 -0.3 -0.2
C -0.2 0.3 0.5
C 0.2 -0.5 -0.1
C -0.2 0.5 -0.3
C 0.0 -0.7 -0.1
C 0.0 0.5 -0.1
C 0.2 0.2 -0.1
C -0.2 -0.4 0.3
C -0.1 0.1 -0.3
C 0.9 -0.6 0.2
C -0.6 0.5 -0.5
C -0.1 0.0 -0.4
C 0.2 0.0 0.5
N -0.3 0.5 0.1
C -0.3 -0.3 0.0
N 0.4 -0.4 -0.1
C -0.7 0.5 0.1
I 0.2 -0.1 0.1
H 0.3 -0.1 0.0
H 0.2 -0.1 0.1
H 1.7 0.6 0.8
H -0.1 0.2 0.2
H -0.1 0.1 0.2
H 0.1 -0.2 -0.1
H 0.1 -0.2 -0.3
H 0.0 0.1 0.1
H -0.1 0.2 0.1
H 0.1 -0.1 -0.1
H 0.0 -0.1 -0.3
H 0.3 0.2 0.0
H 0.2 0.1 0.0
H 0.1 -0.2 -0.1
H 0.0 -0.1 -0.2
H 0.0 0.1 0.2
H 0.0 0.1 0.0
H 0.0 -0.2 0.0
H 0.0 0.0 -0.1
H -0.1 0.2 0.0
H 0.0 0.1 0.0
H 0.1 -0.1 0.2
H 0.1 -0.1 0.1
H -0.1 -0.1 0.1
H -0.1 0.1 -0.1
H 0.1 0.1 0.0
H -0.1 0.0 -0.1
H 0.0 -0.1 0.2
H -0.1 0.0 0.0
H 0.0 0.0 0.1
H 0.0 0.0 0.0
H 0.1 -0.1 0.1
H 0.1 -0.1 -0.2
H 0.0 0.0 -0.1
H 0.2 0.0 0.0
H 0.1 0.1 0.0
F 0.0 0.0 0.1
C 0.2 0.2 0.1
C -0.2 0.0 0.0
C 0.1 0.0 0.0
C 0.0 -0.1 0.0
C -0.1 0.1 0.0
C 0.0 -0.1 -0.1
H 0.0 0.0 0.0
H 0.0 0.0 0.0
H 0.0 0.0 0.0
H 0.0 0.0 0.0
H 0.0 0.0 0.0
F 0.0 0.0 0.0
C 0.0 0.1 -0.1
C 0.0 0.0 0.2
C 0.0 0.0 -0.1
C 0.0 0.0 0.0
C 0.0 0.0 0.1
C 0.0 -0.1 0.0
H 0.0 0.0 0.0
H 0.0 0.0 0.0
H 0.0 0.0 0.0
H 0.0 0.0 0.0
H 0.0 0.0 0.0
F 0.0 0.0 0.0
C 0.0 -0.1 0.1
C 0.1 0.1 0.0
C 0.0 0.0 0.0
C 0.0 0.0 0.0
C 0.0 0.0 0.0
C -0.1 -0.1 -0.1
H 0.0 0.0 0.0
H 0.0 0.0 0.0
H 0.0 0.0 0.0
H 0.0 0.0 0.0
H 0.0 0.0 0.0
F -2.2 -0.5 -1.0
C -0.3 -0.4 -0.2
C 0.2 0.1 0.0
C -0.1 0.0 0.0
C 0.0 0.0 0.0
C 0.1 0.0 0.0
C -0.2 0.1 0.0
H 0.0 0.0 0.0
H 0.0 0.0 0.0
H 0.0 0.0 0.0
H 0.0 0.0 0.0
H 0.0 0.0 0.1
F 0.0 0.0 0.0
C 0.0 -0.1 0.0
C 0.2 0.0 -0.1
C -0.1 0.0 0.0
C 0.0 0.0 0.0
C 0.1 0.0 0.0
C -0.1 0.1 0.1
H 0.0 0.0 0.0
H 0.0 0.0 0.0
H 0.0 0.0 0.0
H 0.0 0.0 0.0
H 0.0 0.0 0.0

E_HOMO ... -10.24 eV
Charge ... +1
Total energy ... -2848.09149 Ha
F_max ... 0.0475 hartree/bohr
Kohn-Sham gap ... 6.088 eV


Record 2
Molecular formula: C27H34N4O3P2Pt
Method: DFT, the ωB97M-V functional and the def2-TZVPD basis

Each line ends with the Mulliken charge.
Positions of all 71 atoms, in Å:
Pt 0.991113 0.759264 -1.532839  0.765
N 2.677408 1.674482 -2.293447  -0.558
C 2.818502 3.138742 -1.969822  -0.685
C 1.641559 3.954256 -2.471470  -0.583
C 0.347108 3.577757 -1.768083  0.487
O -0.235477 4.340159 -1.044609  -0.507
O -0.093156 2.355518 -2.057991  -0.541
H 3.533407 1.224891 -1.986842  0.348
H 2.652261 1.569190 -3.307095  0.375
H 3.747000 3.487554 -2.423479  0.425
H 2.913679 3.221534 -0.886531  0.382
H 1.518156 3.807659 -3.547336  0.299
H 1.851652 5.006338 -2.289337  0.372
O -0.786364 0.038801 -0.898722  -0.864
P -1.708696 0.538288 0.237694  3.024
C -1.089161 2.003183 1.049406  0.285
C 0.238503 2.081326 1.476919  0.345
C 0.699869 3.219427 2.111275  -0.969
C -0.161781 4.289643 2.324910  -0.709
C -1.481335 4.214132 1.913605  -0.830
C -1.949414 3.073437 1.276773  -0.814
C -1.817222 -0.793266 1.442127  0.011
C -2.475878 -1.969047 1.068900  -0.452
C -2.475883 -3.065345 1.916342  -0.660
C -1.819472 -2.995594 3.141067  -0.683
C -1.172577 -1.827456 3.522116  -0.760
C -1.173097 -0.723384 2.676597  -0.325
C -3.317832 0.856356 -0.440030  -0.458
C -4.483727 0.600028 0.281507  -0.302
C -5.711235 0.945473 -0.259983  -0.806
C -5.770481 1.549480 -1.509231  -0.485
C -4.607991 1.814123 -2.222319  -0.793
C -3.374929 1.472877 -1.691703  -0.381
H 0.915676 1.248650 1.315146  0.303
H 1.729390 3.279718 2.440218  0.463
H 0.201465 5.185162 2.810776  0.429
H -2.149195 5.048902 2.074917  0.444
H -2.976130 3.032679 0.938402  0.418
H -2.991011 -2.022325 0.116321  0.527
H -2.999965 -3.968016 1.631380  0.462
H -1.839006 -3.845351 3.811334  0.472
H -0.697163 -1.761968 4.492452  0.475
H -0.698435 0.197617 2.991642  0.476
H -4.437437 0.134751 1.258900  0.447
H -6.619785 0.745231 0.291200  0.449
H -6.730679 1.818999 -1.928615  0.423
H -4.663137 2.291141 -3.191295  0.449
H -2.461098 1.690000 -2.230774  0.310
C 1.765256 -3.797248 0.899071  -0.677
N 2.973631 -2.835434 1.012771  0.079
C 4.031715 -3.284901 -0.016792  -0.811
N 3.476316 -3.333808 -1.320484  0.133
C 2.330077 -4.244355 -1.360958  -0.888
N 1.283534 -3.828586 -0.431319  0.204
C 0.621726 -2.584246 -0.829193  -0.393
P 1.824659 -1.196847 -0.904981  1.136
C 2.559602 -1.412053 0.784442  -0.968
C 3.163109 -2.012597 -1.873950  -0.957
H 1.007224 -3.440998 1.597856  0.259
H 2.137477 -4.774442 1.206682  0.363
H 3.369851 -2.920503 1.950992  0.359
H 4.357996 -4.274150 0.303247  0.376
H 4.860365 -2.580689 0.049244  0.377
H 2.668092 -5.245686 -1.092722  0.336
H 1.927468 -4.273314 -2.371335  0.388
H -0.166069 -2.336741 -0.120882  -0.285
H 0.147410 -2.702325 -1.804370  0.624
H 1.816717 -1.143594 1.539060  0.509
H 3.432454 -0.770786 0.916365  0.447
H 4.067606 -1.399172 -1.884047  0.457
H 2.835766 -2.122549 -2.909065  0.432

Cartesian forces, eV/Å:
Pt -0.1 0.3 0.2
N 0.0 0.0 0.1
C 0.0 -0.1 0.0
C 0.1 0.0 0.0
C 0.1 0.1 -0.2
O -0.1 0.0 -0.1
O -0.1 0.0 0.1
H 0.0 0.0 -0.1
H 0.0 0.0 0.0
H 0.0 0.0 0.0
H 0.0 0.0 0.0
H 0.0 0.0 0.0
H 0.0 0.0 0.0
O 0.1 -0.3 0.1
P -0.1 0.2 -0.1
C -0.1 0.0 0.0
C 0.0 0.0 0.0
C 0.0 0.0 0.0
C -0.1 0.0 0.0
C 0.0 0.0 0.0
C 0.0 0.0 0.0
C 0.0 0.0 0.0
C 0.1 0.0 0.0
C 0.0 0.0 0.0
C 0.0 0.0 0.0
C 0.0 0.0 0.0
C 0.0 0.0 0.0
C 0.0 0.0 0.0
C 0.0 0.0 0.0
C 0.0 0.0 0.0
C 0.0 0.0 0.0
C 0.0 0.0 0.0
C 0.0 0.0 0.0
H 0.0 0.0 0.0
H 0.0 0.0 0.0
H 0.0 0.0 0.0
H 0.0 0.0 0.0
H 0.0 0.0 0.0
H 0.0 0.0 0.0
H 0.0 0.0 0.0
H 0.0 0.0 0.0
H 0.0 0.0 0.0
H 0.0 0.0 0.0
H 0.0 0.0 0.0
H 0.0 0.0 0.0
H 0.0 0.0 0.0
H 0.0 0.0 0.0
H 0.0 0.0 0.0
C 0.0 0.0 0.0
N 0.0 0.0 0.0
C 0.0 0.0 0.0
N 0.0 0.0 0.0
C 0.0 0.0 0.0
N 0.0 0.0 0.0
C 0.0 0.0 -0.1
P 0.1 -0.1 -0.3
C -0.1 0.1 0.0
C 0.0 -0.1 0.1
H 0.0 0.0 0.0
H 0.0 0.0 0.0
H 0.0 0.0 0.0
H 0.0 0.0 0.0
H 0.0 0.0 0.0
H 0.0 0.0 0.0
H 0.0 0.0 0.0
H -0.1 0.0 0.0
H 0.0 0.0 0.0
H 0.0 0.0 0.0
H 0.0 0.0 0.0
H 0.0 0.0 0.0
H 0.0 0.0 0.0

Energy relative to the best compared isomer or geometry (same formula, charge and spin) ... 0.0 kcal per mole
E_HOMO ... -13.92 eV
Charge ... +2
Total energy ... -2295.61033 Ha
F_max ... 0.0064 hartree/bohr
Kohn-Sham gap ... 8.625 eV